[1]
{"formula": "C7H22INO7P", "method": "the ωB97M-V functional and the def2-TZVPD basis", "homo_energy_ev": -12.62, "spin_multiplicity": 1, "total_charge": 1, "e_lumo_ev": -3.35, "orbital_gap_ev": 9.270, "elements": ["C", "O", "H", "C", "O", "O", "H", "H", "C", "H", "H", "H", "O", "I", "O", "H", "H", "H", "H", "H", "H", "C", "C", "H", "H", "H", "H", "H", "H", "H", "P", "H", "C", "O", "H", "O", "C", "H", "N"], "xyz": [[0.220, -0.856, 0.359], [4.215, 0.501, -2.909], [-0.559, 0.043, 2.166], [2.572, 3.419, -1.873], [-0.276, -2.151, 0.613], [2.714, 0.233, 0.038], [5.398, -1.004, -2.080], [-5.828, -2.318, 2.065], [-1.667, -2.359, 0.463], [-2.374, -1.335, 2.239], [6.322, 0.343, -2.778], [-7.301, -0.532, 2.318], [1.420, 3.924, -2.537], [-0.033, 2.208, 0.649], [2.525, -2.257, 0.783], [2.783, 0.005, -0.906], [-2.609, 0.805, 0.962], [-1.951, -2.443, -0.594], [-6.369, 0.260, 1.041], [0.218, -0.601, -0.715], [3.496, 3.679, -2.391], [-0.585, 0.216, 1.094], [5.409, 0.075, -2.244], [1.393, 3.552, -3.422], [4.183, 0.074, -3.770], [2.527, 2.332, -1.761], [1.867, -0.947, 2.978], [5.416, 0.574, -1.277], [-5.623, -0.042, 2.628], [-3.568, -1.389, 0.925], [2.012, -0.898, 0.882], [-2.015, -0.013, -0.361], [-6.310, -0.438, 1.873], [2.047, -0.244, 2.335], [-1.879, -3.322, 0.924], [-5.854, -1.683, 1.342], [-2.505, -1.307, 1.159], [2.589, 3.871, -0.882], [-2.020, 0.028, 0.662]], "nbo_charge": [-0.33, -0.75, 0.24, -0.25, -0.49, -0.98, 0.17, 0.47, -0.10, 0.23, 0.18, 0.19, -0.73, 0.26, -1.04, 0.54, 0.45, 0.19, 0.19, 0.20, 0.18, -0.22, -0.26, 0.47, 0.48, 0.16, 0.52, 0.19, 0.15, 0.28, 2.35, 0.43, -0.26, -0.98, 0.24, -0.74, -0.27, 0.17, -0.53]}


[2]
{"formula": "C7H23AgO9P", "method": "the ωB97M-V functional and the def2-TZVPD basis", "homo_energy_ev": [-4.76, -4.66], "spin_multiplicity": 3, "relative_energy_ev": 0.0000, "total_charge": -1, "e_lumo_ev": [2.65, 1.55], "orbital_gap_ev": [7.411, 6.210], "elements": ["O", "H", "O", "O", "O", "H", "H", "C", "H", "H", "H", "H", "H", "O", "C", "H", "H", "P", "C", "H", "C", "H", "H", "O", "H", "H", "O", "H", "C", "H", "H", "O", "H", "H", "C", "H", "C", "H", "O", "Ag", "H"], "xyz": [[-1.071, 1.402, 1.715], [1.898, -4.117, -0.368], [2.173, 0.173, 1.945], [0.465, 1.297, -2.660], [-0.765, 3.294, -0.717], [-2.477, 0.690, 2.887], [-4.024, -0.120, -0.907], [2.167, -0.733, 3.022], [-2.018, -0.446, -1.854], [2.731, -2.972, -1.392], [-1.446, -0.550, 2.107], [0.771, 2.160, -2.947], [-0.819, 0.448, 3.496], [0.981, -0.841, -0.480], [2.143, -3.061, -0.478], [-1.190, -2.222, 0.155], [1.887, -0.347, 1.190], [0.448, 3.966, -0.020], [0.029, 0.617, -3.832], [1.375, -0.543, 3.746], [-0.235, -2.695, 0.386], [0.705, 0.730, -4.679], [-3.469, 1.341, -1.705], [0.281, 4.744, 1.314], [-1.041, 2.223, 2.211], [-0.944, 1.017, -4.115], [1.345, 2.729, 0.153], [0.405, -2.552, -1.603], [-3.281, 0.676, -0.862], [1.968, -1.750, 2.683], [0.053, -0.461, -3.670], [1.476, 4.728, -0.952], [-0.390, -3.774, 0.373], [-0.019, -2.335, 1.392], [-1.459, 0.415, 2.613], [3.123, -0.748, 3.545], [0.817, -2.257, -0.638], [2.734, -2.759, 0.387], [-1.982, 0.175, -1.123], [-0.082, 1.237, -0.400], [-3.262, 1.221, 0.082]], "nbo_charge": [-0.75, 0.18, -0.74, -0.73, -1.11, 0.15, 0.16, -0.24, 0.48, 0.20, 0.19, 0.49, 0.17, -1.01, -0.63, 0.19, 0.51, 2.40, -0.26, 0.14, -0.63, 0.16, 0.17, -1.07, 0.50, 0.16, -0.94, 0.10, -0.25, 0.15, 0.19, -0.71, 0.17, 0.19, -0.24, 0.15, 0.12, 0.20, -0.74, 1.28, 0.21]}


[3]
{"formula": "C7H23BCsNO", "method": "the ωB97M-V functional and the def2-TZVPD basis", "homo_energy_ev": -8.41, "spin_multiplicity": 1, "total_charge": 0, "e_lumo_ev": -0.33, "orbital_gap_ev": 8.077, "elements": ["C", "H", "H", "C", "H", "H", "Cs", "H", "H", "H", "H", "C", "H", "H", "H", "C", "B", "H", "H", "C", "H", "C", "H", "H", "H", "H", "C", "H", "O", "H", "H", "H", "N", "H"], "xyz": [[-0.372, 0.521, 1.537], [-1.255, -0.607, 3.122], [1.565, -1.554, -2.165], [-1.658, 1.972, 0.040], [-1.805, 2.163, -1.026], [-2.378, 3.867, 0.816], [-1.134, -1.796, -1.698], [-1.037, 3.210, 1.745], [-2.457, 0.219, 2.133], [1.769, -3.383, 0.686], [0.523, -0.101, 1.506], [0.708, 1.450, -0.375], [-1.636, -1.258, 1.565], [0.907, -3.018, -3.194], [0.213, 0.783, -2.328], [-1.506, -0.312, 2.101], [1.937, -2.480, -2.853], [0.036, 2.533, -2.140], [-0.107, 1.338, 2.223], [-1.445, 3.308, 0.740], [1.638, 1.777, -2.330], [1.017, -2.724, 1.118], [0.005, -4.082, 2.114], [1.460, -2.203, 1.974], [1.096, 2.348, 0.132], [1.453, 0.673, -0.190], [0.655, 1.674, -1.878], [2.566, -3.235, -2.136], [-0.178, -3.436, 1.428], [2.598, -2.109, -3.792], [0.725, -1.947, 0.418], [-0.754, 3.935, 0.171], [-0.575, 0.990, 0.161], [-2.575, 1.483, 0.374]], "lowdin_charge": [-0.27, 0.08, -0.15, -0.25, 0.10, 0.08, 0.99, 0.07, 0.07, 0.09, 0.08, -0.27, 0.05, -0.13, 0.02, -0.07, -0.52, 0.07, 0.11, -0.07, 0.09, -0.16, 0.08, 0.09, 0.12, 0.11, -0.08, -0.06, -0.14, -0.06, -0.01, 0.07, -0.22, 0.10]}


Sequential E output: -40822.0524 -39345.9260 -12392.1404 eV